(1)
Here is a cluster of 2 separate species, C5H10O in total from the Open Molecules 2025 dataset. Energies are from ωB97M-V/def2-TZVPD.

```
16
Properties=species:S:1:pos:R:3:forces:R:3
C 1.25038 -0.93935 0.41965 0.0 -0.1 0.0
C 0.34964 0.28412 0.45224 0.0 -0.1 0.1
C 0.66032 1.49906 -0.46683 0.2 0.1 0.0
C -0.81627 1.54530 -0.93926 -0.1 0.1 -0.1
C -0.99752 0.18560 -0.26698 -0.4 -0.3 0.0
O -1.82002 -0.68668 -0.36538 0.4 0.4 0.0
H 0.80821 -1.76163 0.99091 0.1 0.1 -0.1
H 1.39590 -1.28748 -0.60930 0.0 0.1 0.1
H 2.23432 -0.71317 0.84422 -0.1 0.0 -0.1
H 0.17933 0.61306 1.48661 0.0 0.0 -0.1
H 1.03601 2.39589 0.03070 -0.1 -0.1 -0.1
H 1.34562 1.22884 -1.27638 -0.1 0.0 0.1
H -1.41021 2.32316 -0.44692 0.1 -0.1 0.0
H -1.01759 1.57413 -2.01378 0.0 0.0 0.2
H -1.59629 -3.27806 1.36732 0.0 0.0 0.0
H -1.65430 -2.66376 0.94828 0.0 -0.1 0.0
```
Positions in Å, forces in eV/Å.

spin multiplicity = 1
frontier orbital gap = 10.42 eV
ΔE to the lowest compared entry with this formula, charge and spin = 38.5 kcal per mole
HOMO = -9.49 eV
SMILES string = C[C@H]1CCC1=O.[H][H]

Atomic partial charges in e from the natural (NBO) method, atoms 1 to 6: -0.61 -0.33 -0.40 -0.53 0.62 -0.52

***

(2)
Here is a structure of composition C30H32CrF10N4P2 in a non-equilibrium geometry from the Open Molecules 2025 dataset. Energies are from ωB97M-V/def2-TZVPD.

```
79
Properties=species:S:1:pos:R:3:forces:R:3
Cr -0.31925 0.24801 0.49695 -0.8 -0.4 -1.2
C 1.34129 -2.48046 -1.00048 -0.2 0.1 0.0
N 0.10453 -1.68892 -1.09999 0.1 0.1 0.0
C -0.01387 -0.98144 -2.38932 0.3 -0.1 0.1
C -1.19341 -0.03393 -2.42558 -0.2 0.3 0.4
N -1.11613 0.96356 -1.35072 0.1 0.3 -0.1
C -1.75163 2.15295 -1.57786 0.0 -0.1 0.0
C -1.78005 3.14282 -0.56955 0.0 -0.2 -0.2
F -1.28374 2.81465 0.63728 0.3 -0.2 0.6
C -2.29614 4.40870 -0.68653 0.0 0.0 0.0
F -2.21467 5.25285 0.34445 0.0 0.1 0.1
C -2.89575 4.80229 -1.86059 0.0 0.1 0.0
F -3.37202 6.03897 -2.01912 -0.1 0.2 0.0
C -2.98535 3.86363 -2.85771 0.0 -0.2 0.0
F -3.60534 4.18282 -3.98992 -0.1 0.1 -0.3
C -2.45562 2.59104 -2.72478 0.0 -0.1 0.1
F -2.70878 1.77141 -3.76619 0.0 -0.1 -0.2
C -1.07417 -2.57388 -0.90930 0.0 -0.1 0.0
C -1.70043 -2.38476 0.46217 0.2 0.4 0.0
N -1.90599 -0.97993 0.75149 -0.5 0.3 0.5
C -3.17718 -0.46542 0.84879 0.1 -0.2 0.0
C -4.29923 -0.89299 0.12783 0.1 0.1 -0.1
F -4.15976 -1.85532 -0.80301 0.0 -0.2 -0.2
C -5.54790 -0.31492 0.25167 0.1 -0.1 -0.1
F -6.55585 -0.76097 -0.49321 -0.2 -0.1 -0.2
C -5.75731 0.74167 1.10592 0.0 0.1 0.0
F -6.96277 1.29791 1.22472 -0.2 0.1 0.0
C -4.68938 1.20671 1.84306 0.0 -0.1 -0.1
F -4.86382 2.20723 2.70175 0.0 0.2 0.2
C -3.45946 0.60601 1.72031 0.2 -0.3 -0.1
F -2.48724 1.02374 2.55210 0.3 0.2 0.1
H 1.42192 -3.21632 -1.80923 0.0 0.0 0.0
H 1.33937 -3.01264 -0.04856 0.0 0.0 -0.1
H 2.22129 -1.84312 -1.03603 0.0 0.1 0.0
H -0.09685 -1.69154 -3.21016 0.0 -0.2 -0.2
H 1.25647 0.63474 -2.10394 0.0 0.5 0.0
H -2.13523 -0.59041 -2.38917 0.0 0.0 0.0
H -1.12954 0.41299 -3.41013 -0.1 0.1 -0.2
H -0.77800 -3.61934 -1.03452 0.1 0.0 -0.1
H -1.82229 -2.36237 -1.66856 0.0 0.0 0.0
H -0.99952 -2.79540 1.20447 -0.1 -0.1 0.0
H -2.60992 -2.97576 0.53848 -0.1 -0.1 0.0
C -0.52549 -0.89414 3.95300 0.0 0.0 -0.1
P 0.58019 -0.73080 2.51709 0.4 -0.1 0.8
C 1.45985 -2.33967 2.57912 -0.1 0.0 -0.2
C 1.92830 0.35919 3.14684 0.0 0.0 -0.2
C 2.75443 0.85948 1.95537 -0.2 -0.1 0.0
P 1.64977 1.70116 0.73821 0.7 0.5 0.4
C 2.88662 2.31639 -0.45422 -0.2 -0.1 -0.2
C 1.31882 3.24996 1.66293 -0.2 -0.1 0.0
H 0.02058 -1.28160 4.81301 0.0 0.0 0.0
H -1.33754 -1.57543 3.69632 0.0 0.0 0.0
H -0.96272 0.07319 4.19317 0.0 0.0 0.0
H 1.83951 -2.49149 3.59032 0.0 0.0 0.0
H 2.29417 -2.34643 1.87431 -0.1 0.0 0.1
H 0.78539 -3.16052 2.32634 0.1 0.1 0.0
H 2.54613 -0.18314 3.86144 0.1 0.0 0.1
H 1.46991 1.19926 3.67244 0.0 0.0 0.0
H 3.24252 0.02284 1.44791 0.0 0.0 0.0
H 3.53330 1.55229 2.27176 0.1 0.0 0.0
H 3.62455 2.91121 0.08144 0.1 0.0 0.0
H 2.39687 2.94450 -1.19803 0.0 0.0 -0.1
H 3.38842 1.50003 -0.97419 0.0 0.0 0.0
H 2.25136 3.63024 2.08009 0.0 0.0 0.0
H 0.59868 3.06970 2.46225 0.0 0.0 0.0
H 0.88457 3.99803 1.00036 0.0 0.0 0.0
N 1.17616 -0.18400 -2.69873 -0.1 -0.6 0.2
C 1.95995 -0.43538 -3.70574 -0.1 0.0 0.0
C 2.89424 0.66200 -3.99016 0.2 0.1 -0.1
C 2.44668 1.97833 -4.15828 0.0 0.0 0.1
C 3.32566 2.98346 -4.54335 0.0 0.0 0.1
C 4.66955 2.69567 -4.73424 0.0 -0.1 0.0
C 5.12789 1.39169 -4.56319 0.0 0.0 0.0
C 4.24356 0.37956 -4.22309 0.1 0.0 0.1
H 1.39319 2.20312 -4.02454 0.0 0.0 0.0
H 2.95962 3.99416 -4.69418 0.0 -0.1 0.0
H 5.35605 3.47949 -5.03002 0.0 0.0 0.0
H 6.17510 1.16179 -4.72741 -0.1 0.0 0.0
H 4.58245 -0.64797 -4.12675 0.0 0.1 -0.1
```
Positions in Å, forces in eV/Å.

expectation value of S² = 6.022
spin multiplicity = 5
frontier orbital gap (alpha / beta) = 7.16 / 7.19 eV
ΔE to the lowest compared entry with this formula, charge and spin = 11.9 kcal per mole
HOMO (alpha / beta) = -7.07 / -7.10 eV

Atomic partial charges in e from the Mulliken method, atoms 1 to 6: -1.40 -1.44 1.20 -0.56 -1.79 1.99

***

(3)
Here is the molecule C6H9Cl in a non-equilibrium geometry from the Open Molecules 2025 dataset. Energies are from ωB97M-V/def2-TZVPD.

```
16
Properties=species:S:1:pos:R:3:forces:R:3
C 0.87937 1.90642 -0.31919 -1.2 1.2 0.8
C 1.25034 0.70305 0.06965 -0.4 -1.0 -0.7
C 0.29866 -0.34358 0.65889 1.0 0.6 -0.1
C -0.99326 0.29959 1.12803 -0.8 -0.9 0.3
C 0.16043 -1.47891 -0.32456 -0.2 -0.4 1.1
C -0.60254 -1.64616 -1.37772 0.2 1.2 0.2
Cl -1.66855 -0.44056 -1.95399 -0.5 0.4 -0.6
H -0.16815 2.30338 -0.17373 1.3 -0.6 -0.1
H 1.59747 2.65285 -0.61414 0.2 -0.1 -0.5
H 2.23454 0.31534 -0.20507 0.0 0.3 0.4
H 0.87569 -0.77060 1.50296 -0.5 0.2 -0.1
H -0.81238 1.13099 1.81915 0.0 -0.4 0.1
H -1.54197 0.69905 0.28166 0.0 0.1 0.0
H -1.65783 -0.48949 1.56568 0.5 0.8 -0.1
H 0.66025 -2.37938 -0.02817 0.7 -0.3 -0.1
H -0.51206 -2.46201 -2.02944 -0.1 -1.2 -0.5
```
Positions in Å, forces in eV/Å.

spin multiplicity = 1
frontier orbital gap = 10.32 eV
ΔE to the lowest compared entry with this formula, charge and spin = 13.8 kcal per mole
HOMO = -9.36 eV
SMILES string = C=C[C@@H](C)/C=C\Cl

Atomic partial charges in e from the natural (NBO) method, atoms 1 to 6: -0.40 -0.16 -0.30 -0.62 -0.19 -0.21

***

(4)
Here is the molecule HO2PS in a non-equilibrium geometry from the Open Molecules 2025 dataset. Energies are from ωB97M-V/def2-TZVPD.

```
5
Properties=species:S:1:pos:R:3:forces:R:3
O 4.09232 -0.86298 -0.14967 -0.1 0.3 0.1
P 3.43930 0.41357 0.10005 -3.1 -0.6 -0.4
O 1.63487 0.07208 -0.01465 2.3 0.3 0.0
S 0.37085 1.17285 -0.04352 -0.4 -0.3 -0.2
H -0.63772 0.39748 -0.62720 1.2 0.4 0.4
```
Positions in Å, forces in eV/Å.

spin multiplicity = 1
frontier orbital gap = 8.17 eV
ΔE to the lowest compared entry with this formula, charge and spin = 15.8 kcal per mole
HOMO = -9.12 eV
SMILES string = O=POS

Partial charges, natural (NBO), in e: -0.97 1.56 -0.99 0.28 0.12

***

(5)
Here is the molecule C2H3N3O2 in a non-equilibrium geometry from the Open Molecules 2025 dataset. Energies are from ωB97M-V/def2-TZVPD.

```
10
Properties=species:S:1:pos:R:3:forces:R:3
N -2.22081 -0.11470 -0.79235 0.1 1.1 -0.5
C -0.97123 -0.25430 -0.27181 0.6 0.5 0.2
N -0.46850 -1.26726 0.30142 0.2 -0.9 0.8
N 0.85694 -0.93676 0.68900 -0.3 0.5 -1.0
C 1.01647 0.24977 0.23103 0.0 -0.2 0.7
O 2.07393 1.03901 0.40328 0.0 -0.4 0.2
O -0.08009 0.78473 -0.36601 -0.3 0.1 -0.3
H -2.67513 0.79101 -0.67936 0.4 -0.4 0.0
H -2.78834 -0.88252 -0.53515 -0.7 -0.7 0.2
H 2.06796 1.75975 -0.22544 -0.1 0.3 -0.3
```
Positions in Å, forces in eV/Å.

spin multiplicity = 1
frontier orbital gap = 9.43 eV
ΔE to the lowest compared entry with this formula, charge and spin = 31.7 kcal per mole
HOMO = -8.98 eV
SMILES string = Nc1nnc(O)o1

Atomic partial charges in e from the natural (NBO) method, atoms 1 to 6: -0.81 0.60 -0.36 -0.33 0.70 -0.64

***

(6)
Here is a structure of composition C21H29N3S2SbSe4Si2Tc in a non-equilibrium geometry from the Open Molecules 2025 dataset. Energies are from ωB97M-V/def2-TZVPD.

```
63
Properties=species:S:1:pos:R:3:forces:R:3
Tc 1.20686 -0.66002 1.42860 1.0 -0.2 0.3
Se 6.10566 -0.41992 -1.34724 0.0 0.0 0.0
Sb 5.09288 0.79336 0.34499 0.0 0.0 -0.1
Se 3.28495 -1.12961 1.86717 -0.8 0.0 0.0
Se 1.29682 0.87492 -0.64200 -0.3 0.2 0.0
Se 3.21287 2.19608 -0.82945 0.1 0.0 -0.1
S 0.35653 0.98961 2.81580 0.0 -0.2 -0.1
C -0.26599 -0.44850 3.60595 0.0 0.1 0.0
N 0.15661 -1.52928 2.97846 0.0 0.3 0.0
C -0.33107 -2.69737 3.54440 -0.1 -0.1 0.1
C -0.03619 -4.00267 3.16530 0.0 0.0 0.1
C -0.61404 -5.02497 3.89028 0.0 0.0 0.0
C -1.46160 -4.76010 4.97184 0.0 0.0 0.0
C -1.74754 -3.46676 5.36161 0.0 0.0 0.0
C -1.17349 -2.43288 4.63234 0.0 -0.1 0.0
S -1.31564 -0.71088 4.91542 0.1 -0.1 -0.1
H 0.64070 -4.20189 2.34589 0.0 0.0 0.0
H -0.39883 -6.05007 3.62718 0.0 -0.1 0.0
H -1.89277 -5.58319 5.52057 0.0 -0.1 0.0
H -2.38868 -3.26887 6.20707 0.0 0.0 0.1
C -2.81125 2.86343 -1.97346 0.2 0.0 0.0
Si -1.26117 1.82713 -2.03242 -0.1 0.0 0.0
C -0.22699 2.16119 -3.55215 0.0 0.0 0.2
C -1.77398 0.01363 -1.99166 0.1 0.2 0.1
C -0.19202 2.14660 -0.44862 0.0 0.0 0.0
Si 0.15989 3.99596 0.01767 -0.1 0.0 0.0
C -1.48087 4.61902 0.66995 0.1 -0.1 -0.1
C 1.38942 4.16335 1.42753 0.0 -0.1 -0.1
C 0.71556 4.94738 -1.49297 0.0 -0.2 0.1
H -3.50228 2.49259 -2.72870 -0.1 -0.1 -0.1
H -2.62559 3.91281 -2.19926 0.0 0.0 0.0
H -3.31571 2.80442 -1.00952 0.0 0.0 0.0
H -0.68041 1.68812 -4.42226 -0.1 0.0 -0.1
H 0.78518 1.76231 -3.46278 0.0 0.0 0.0
H -0.14629 3.22434 -3.76448 0.0 0.1 0.0
H -2.44810 -0.18381 -2.82357 -0.1 0.0 -0.1
H -2.31830 -0.21805 -1.07409 0.0 0.0 0.1
H -0.93013 -0.66985 -2.09534 0.1 0.0 0.0
H -0.75316 1.76995 0.41555 0.0 0.0 -0.1
H -1.82775 4.01642 1.50991 0.0 -0.1 0.1
H -2.27383 4.65261 -0.07336 0.0 0.0 0.0
H -1.34331 5.63274 1.04168 0.0 0.1 0.0
H 1.24045 3.42985 2.22410 0.0 0.1 -0.1
H 1.22117 5.14198 1.87600 0.0 0.1 0.1
H 2.43033 4.12435 1.11690 0.0 0.0 0.0
H -0.12476 5.19089 -2.14076 -0.1 0.0 -0.1
H 1.45352 4.41716 -2.09392 0.1 0.0 0.0
H 1.16427 5.88850 -1.18224 0.1 0.1 0.1
N -0.99569 -3.41952 -0.84725 0.0 0.2 0.2
C -0.71330 -2.66671 0.21519 -0.2 -0.2 0.1
N 0.44028 -2.02354 0.07820 -0.2 0.1 0.0
C 0.93542 -2.38533 -1.17891 0.1 -0.1 -0.2
C 2.10720 -2.02691 -1.83868 0.1 -0.1 0.0
C 2.31296 -2.56974 -3.08803 0.0 0.0 0.0
C 1.39490 -3.45880 -3.67083 -0.1 0.0 0.1
C 0.23913 -3.83512 -3.01811 0.1 0.1 0.0
C 0.03371 -3.27290 -1.76425 0.1 0.0 -0.1
H -1.82875 -3.97823 -0.95960 0.0 0.0 0.0
H -1.35823 -2.59741 1.07513 0.0 0.0 0.0
H 2.83391 -1.35447 -1.40119 0.0 -0.1 0.0
H 3.20703 -2.30692 -3.63524 0.0 0.0 0.0
H 1.60258 -3.86048 -4.65039 0.0 0.0 -0.1
H -0.46310 -4.52598 -3.45791 -0.1 -0.1 0.0
```
Positions in Å, forces in eV/Å.

spin multiplicity = 1
frontier orbital gap (alpha / beta) = 5.12 / 5.14 eV
HOMO (alpha / beta) = -13.78 / -13.78 eV
net charge = +2

Atomic partial charges in e from the natural (NBO) method, atoms 1 to 6: 0.29 -0.28 0.78 0.33 0.46 -0.21

***

(7)
Here is a cluster of 2 separate species, C3H7N3OS in total in a non-equilibrium geometry from the Open Molecules 2025 dataset. Energies are from ωB97M-V/def2-TZVPD.

```
15
Properties=species:S:1:pos:R:3:forces:R:3
C 0.28450 -0.93461 -1.65980 -0.1 -5.6 2.6
C 0.84486 -0.43678 0.66434 0.1 -1.8 -0.1
C -0.56327 1.19294 -0.79422 -0.3 -0.7 -3.7
H -0.47320 -1.93349 -1.32453 2.1 2.5 -2.0
H -0.04728 -0.39123 -2.58190 0.8 -0.9 0.7
H 1.57623 -1.69531 -1.50997 -3.6 2.8 -0.9
H 1.97520 -0.52828 0.48744 -1.6 0.3 0.4
H -0.96872 -1.19498 3.62701 0.1 -0.1 -1.4
H -0.30673 3.08057 0.32404 -0.1 -2.6 -1.5
H -0.24509 1.59607 0.96566 0.1 -1.6 3.9
N 0.09064 -0.10796 -0.49375 -1.2 2.2 -1.6
N 0.39049 -0.99037 1.72984 0.7 1.1 0.3
N -0.07750 2.03322 0.14835 -0.4 5.1 -0.9
O -1.24575 1.43893 -1.83906 2.8 -1.2 4.0
S -1.23438 -1.12871 2.25655 0.6 0.3 0.2
```
Positions in Å, forces in eV/Å.

spin multiplicity = 1
frontier orbital gap = 9.54 eV
ΔE to the lowest compared entry with this formula, charge and spin = 106.9 kcal per mole
HOMO = -9.03 eV

Atomic partial charges in e from the natural (NBO) method, atoms 1 to 6: -0.38 0.25 0.81 0.19 0.26 0.17

***

(8)
Here is the ion C7H14N with charge +1 in a non-equilibrium geometry from the Open Molecules 2025 dataset. Energies are from ωB97M-V/def2-TZVPD.

```
22
Properties=species:S:1:pos:R:3:forces:R:3
C -2.74762 1.78212 -2.11975 -3.7 -0.6 -1.8
C -1.52072 2.10298 -1.80546 0.9 1.1 -0.6
C -0.93227 1.80466 -0.49575 -0.8 0.1 1.1
C -0.12633 0.74276 -0.34035 -1.3 -0.3 0.1
C 0.36750 0.30791 0.99547 -0.8 0.6 1.6
C 0.23675 -1.13620 1.27947 2.5 -2.7 -2.9
C 1.36845 -1.94061 0.36348 -0.3 0.6 0.2
N 2.48052 -2.40928 1.41767 -1.9 -1.2 0.9
H -3.27971 2.02180 -3.12280 1.5 -0.1 1.6
H -3.52349 1.24188 -1.49631 1.5 0.6 -0.2
H -0.90905 2.70920 -2.50383 -0.4 -0.5 0.3
H -1.39040 2.49205 0.36053 1.6 -1.7 -1.5
H 0.10866 -0.00384 -1.16616 -0.4 1.5 0.7
H 1.33594 0.74548 1.06429 1.3 -0.2 0.7
H -0.19110 0.59924 1.88768 -0.3 1.7 -0.5
H 0.35086 -1.55162 2.27111 0.4 0.7 0.7
H -0.76637 -1.46348 1.07125 -0.4 -0.2 -0.8
H 0.99963 -2.84878 -0.15376 0.2 0.3 0.7
H 1.87883 -1.33436 -0.48844 -0.8 -0.7 2.0
H 2.56920 -3.44134 1.32910 0.0 0.7 0.2
H 2.16618 -2.23078 2.43969 0.5 -0.2 -2.2
H 3.41262 -2.05223 1.32130 0.6 0.6 -0.4
```
Positions in Å, forces in eV/Å.

spin multiplicity = 1
frontier orbital gap = 8.43 eV
ΔE to the lowest compared entry with this formula, charge and spin = 60.8 kcal per mole
HOMO = -12.20 eV
SMILES string = C=C/C=C/CCC[NH3+]
net charge = +1

Atomic partial charges in e from the natural (NBO) method, atoms 1 to 6: -0.36 -0.27 -0.17 -0.22 -0.47 -0.37